This record from the Open Molecules 2025 dataset describes a structure of composition C25H55EuNO2Si2 in a non-equilibrium geometry. The level of theory is wB97M-V/def2-TZVPD.

Values from the calculation:
HOMO energy (spin up / spin down), eV: -4.66 / -5.23
<S²>: 15.7621
2S+1: 8
LUMO energy (spin up / spin down), eV: -0.05 / -0.05
Kohn-Sham gap (spin up / spin down), eV: 4.61 / 5.17

Last column: Löwdin charge in e.
CARTESIAN COORDINATES (ANGSTROEM)
O  -0.42  -0.96  -2.27  -0.18
O  0.74  0.78  -3.49  -0.15
C  0.32  -2.17  -2.67  -0.22
C  -0.37  -3.40  -2.15  -0.05
H  1.30  -2.03  -2.20  0.12
H  0.39  -2.20  -3.76  0.11
H  -0.45  -3.37  -1.06  0.08
H  0.22  -4.28  -2.44  0.09
H  -1.36  -3.49  -2.58  0.08
C  -1.71  -0.77  -2.96  -0.19
C  -1.67  -0.98  -4.45  -0.07
H  -1.98  0.25  -2.71  0.12
H  -2.41  -1.43  -2.46  0.11
H  -0.90  -0.39  -4.97  0.06
H  -2.63  -0.65  -4.86  0.10
H  -1.55  -2.03  -4.70  0.08
C  0.22  2.16  -3.32  -0.14
C  2.05  0.48  -4.09  -0.15
C  -0.67  2.51  -4.48  -0.05
H  1.09  2.80  -3.25  0.13
H  -0.33  2.13  -2.38  0.13
H  -0.13  2.45  -5.43  0.07
H  -1.03  3.54  -4.38  0.10
H  -1.55  1.86  -4.53  0.07
C  2.00  0.73  -5.57  -0.06
H  2.23  -0.58  -3.88  0.12
H  2.79  1.09  -3.57  0.13
H  1.15  0.22  -6.05  0.08
H  2.90  0.35  -6.04  0.09
H  1.93  1.80  -5.80  0.08
H  0.29  0.02  -2.79  0.09
Eu  0.01  0.37  1.61  1.38
C  1.85  0.11  0.05  -0.43
Si  3.62  0.58  0.33  0.31
H  1.50  -0.92  0.04  -0.06
H  1.14  0.77  -0.46  -0.09
C  4.55  -0.64  -0.75  -0.21
C  4.33  0.40  2.05  -0.21
C  3.83  2.37  -0.17  -0.20
C  -1.92  -1.11  1.01  -0.40
Si  -3.35  0.07  0.83  0.33
H  -1.77  -1.37  2.10  -0.06
H  -1.89  -2.02  0.39  -0.07
C  -4.58  -0.70  -0.36  -0.20
C  -2.86  1.80  0.26  -0.21
C  -4.15  0.19  2.53  -0.19
H  3.23  2.60  -1.07  0.01
H  4.89  2.53  -0.39  0.03
H  3.52  3.04  0.64  0.03
H  4.18  -1.66  -0.57  0.03
H  5.61  -0.58  -0.48  0.01
H  4.39  -0.39  -1.81  0.01
H  4.02  -0.52  2.57  0.01
H  4.09  1.26  2.69  0.03
H  5.42  0.34  1.92  0.03
H  -3.26  1.95  -0.76  0.01
H  -1.78  2.03  0.21  -0.02
H  -3.34  2.56  0.91  0.03
H  -5.08  0.78  2.45  0.02
H  -3.49  0.65  3.29  0.01
H  -4.39  -0.83  2.88  0.04
H  -5.57  -0.28  -0.16  0.02
H  -4.59  -1.79  -0.18  0.03
H  -4.29  -0.52  -1.41  0.00
C  1.26  -2.61  2.80  -0.10
N  0.79  -1.33  3.36  -0.36
C  1.86  -0.57  4.04  -0.11
C  -0.41  -1.48  4.27  -0.17
C  -1.02  -0.12  4.60  -0.31
C  -1.58  0.17  5.85  -0.07
C  -2.09  1.46  6.09  -0.11
C  -2.06  2.49  5.11  -0.10
C  -1.49  2.21  3.84  -0.18
C  -1.01  0.93  3.71  -0.32
H  2.11  -2.42  2.13  0.07
H  0.45  -3.06  2.21  0.08
H  1.57  -3.33  3.58  0.09
H  1.48  -0.14  4.98  0.10
H  2.72  -1.22  4.24  0.09
H  2.23  0.24  3.40  0.04
H  -1.11  -2.17  3.76  0.10
H  -0.08  -1.98  5.21  0.12
H  -1.56  -0.64  6.61  0.10
H  -2.51  1.68  7.06  0.08
H  -2.47  3.48  5.30  0.08
H  -1.43  2.92  3.00  0.07

=====

This record from the Open Molecules 2025 dataset describes a cluster of 4 separate species, C25H56BCl2N3O3 in total in a non-equilibrium geometry. The level of theory is wB97M-V/def2-TZVPD.

Values from the calculation:
HOMO energy, eV: -8.00
ΔE to the lowest compared entry with this formula, charge and spin, eV: 0.6199
LUMO energy, eV: -0.38
Kohn-Sham gap, eV: 7.63
SMILES string: CC(=O)OC(=O)CB[C@H](Cl)[C@@H](C)Cl.CCN(CC)CC.CCN(CC)CC.CCN(CC)CC

Last column: Löwdin charge in e.
CARTESIAN COORDINATES (ANGSTROEM)
C  -1.10  -6.16  -1.11  0.04
C  -0.89  -4.97  -2.00  -0.54
O  -1.15  -5.02  -3.12  0.19
O  -0.34  -3.82  -1.48  0.08
C  -1.16  -3.15  -0.56  -0.52
O  -1.07  -3.38  0.56  0.16
C  -2.05  -2.11  -1.17  -0.03
B  -3.50  -2.60  -1.61  -0.12
C  -4.68  -3.03  -0.67  -0.67
Cl  -4.19  -3.51  0.98  0.68
C  -5.54  -4.09  -1.36  -0.75
C  -4.86  -5.43  -1.45  -0.14
Cl  -7.02  -4.33  -0.34  0.59
H  -0.20  -6.74  -0.99  0.10
H  -1.44  -5.85  -0.12  0.09
H  -1.83  -6.78  -1.59  0.08
H  -1.54  -1.79  -2.07  0.11
H  -2.08  -1.25  -0.52  0.13
H  -3.73  -2.63  -2.78  0.10
H  -5.32  -2.15  -0.55  0.08
H  -5.87  -3.73  -2.32  0.09
H  -4.69  -5.81  -0.46  0.06
H  -5.52  -6.13  -1.92  0.08
H  -3.92  -5.33  -1.98  0.07
C  -5.01  1.71  -3.22  -0.09
C  -6.17  0.74  -3.11  -0.27
N  -6.72  0.65  -1.77  -0.20
C  -7.65  -0.45  -1.60  -0.25
C  -8.95  -0.44  -2.40  -0.08
C  -7.13  1.92  -1.17  -0.25
C  -8.19  2.75  -1.91  -0.08
H  -4.22  1.46  -2.51  0.07
H  -4.58  1.66  -4.23  0.07
H  -5.31  2.74  -3.05  0.07
H  -5.81  -0.25  -3.39  0.11
H  -6.93  1.02  -3.86  0.10
H  -7.89  -0.55  -0.54  0.12
H  -7.11  -1.37  -1.85  0.09
H  -9.67  0.26  -1.99  0.06
H  -9.42  -1.43  -2.35  0.07
H  -8.79  -0.20  -3.45  0.07
H  -6.24  2.53  -1.05  0.10
H  -7.48  1.72  -0.16  0.12
H  -8.00  2.80  -2.98  0.07
H  -8.18  3.77  -1.53  0.07
H  -9.20  2.36  -1.76  0.05
C  5.95  -0.32  1.43  -0.08
C  4.78  -1.26  1.21  -0.27
N  3.50  -0.72  1.64  -0.19
C  2.44  -1.71  1.68  -0.24
C  2.00  -2.35  0.36  -0.08
C  3.14  0.57  1.07  -0.24
C  3.05  0.68  -0.45  -0.08
H  6.03  -0.02  2.48  0.07
H  6.88  -0.83  1.17  0.08
H  5.89  0.57  0.81  0.06
H  4.97  -2.17  1.79  0.12
H  4.76  -1.56  0.15  0.10
H  1.56  -1.27  2.17  0.11
H  2.76  -2.51  2.36  0.11
H  1.39  -1.67  -0.24  0.06
H  1.38  -3.23  0.57  0.06
H  2.85  -2.69  -0.24  0.07
H  3.86  1.32  1.42  0.08
H  2.19  0.89  1.51  0.12
H  3.88  0.19  -0.95  0.07
H  3.07  1.73  -0.75  0.07
H  2.12  0.26  -0.84  0.05
C  5.35  3.89  0.89  -0.09
C  5.82  3.63  2.32  -0.28
N  7.25  3.50  2.44  -0.20
C  7.67  2.99  3.74  -0.25
C  7.40  3.86  4.98  -0.08
C  8.04  4.60  1.91  -0.25
C  7.80  6.00  2.47  -0.08
H  5.70  3.10  0.22  0.07
H  4.26  3.89  0.86  0.07
H  5.68  4.85  0.51  0.07
H  5.35  2.70  2.65  0.10
H  5.42  4.43  2.96  0.10
H  8.74  2.76  3.70  0.11
H  7.18  2.03  3.89  0.10
H  8.09  4.70  5.04  0.05
H  7.54  3.26  5.88  0.07
H  6.38  4.24  5.00  0.07
H  7.88  4.63  0.83  0.10
H  9.10  4.35  2.02  0.11
H  6.73  6.22  2.58  0.07
H  8.21  6.75  1.79  0.07
H  8.28  6.14  3.44  0.05

=====

This record from the Open Molecules 2025 dataset describes a structure of composition C25H56N2O3P2Re in a non-equilibrium geometry. The level of theory is wB97M-V/def2-TZVPD.

Values from the calculation:
HOMO energy (spin up / spin down), eV: -20.89 / -20.89
ΔE to the lowest compared entry with this formula, charge and spin, eV: 0.0000
<S²>: 3.8113
2S+1: 4
Net charge: +4
LUMO energy (spin up / spin down), eV: -14.25 / -16.37
Kohn-Sham gap (spin up / spin down), eV: 6.64 / 4.52

Last column: Löwdin charge in e.
CARTESIAN COORDINATES (ANGSTROEM)
Re  0.04  0.58  0.66  1.18
C  0.12  2.05  1.89  -0.28
O  0.17  2.85  2.76  0.18
C  -1.82  0.45  0.32  -0.27
O  -2.97  0.34  0.04  0.19
P  0.11  2.17  -0.98  0.98
C  -0.06  1.83  -2.83  -0.48
H  -0.03  2.83  -3.30  0.10
C  -1.39  3.42  -0.92  -0.45
H  -2.24  2.72  -1.04  0.09
C  1.75  3.09  -1.07  -0.49
H  2.42  2.33  -1.51  0.10
C  1.43  -3.37  1.21  -0.50
P  0.08  -2.30  0.44  1.12
H  -0.37  -4.03  -1.23  0.12
H  2.29  -3.14  0.55  0.10
C  -1.41  -3.35  0.96  -0.51
H  -1.09  -4.38  0.75  0.11
C  -1.55  4.13  0.42  -0.09
H  -2.30  4.93  0.32  0.12
H  -0.61  4.59  0.76  0.09
H  -1.92  3.44  1.19  0.06
C  -1.48  4.47  -2.04  -0.06
H  -0.70  5.24  -1.94  0.09
H  -2.45  4.99  -1.92  0.12
H  -1.47  4.06  -3.06  0.09
C  1.78  4.33  -1.97  -0.06
H  1.38  4.17  -2.98  0.09
H  2.83  4.63  -2.09  0.12
H  1.26  5.17  -1.51  0.09
C  2.35  3.45  0.29  -0.10
H  3.31  3.97  0.14  0.12
H  2.57  2.53  0.86  0.06
H  1.70  4.11  0.88  0.08
C  1.13  1.04  -3.39  -0.10
H  2.08  1.59  -3.28  0.08
H  0.98  0.86  -4.46  0.09
H  1.23  0.07  -2.88  0.05
C  -1.41  1.20  -3.17  -0.07
H  -1.48  0.19  -2.74  0.05
H  -1.51  1.12  -4.26  0.12
H  -2.26  1.79  -2.80  0.08
C  1.18  -4.89  1.19  -0.06
H  0.84  -5.28  0.22  0.09
H  0.45  -5.18  1.96  0.09
H  2.12  -5.40  1.44  0.12
C  1.80  -2.94  2.63  -0.11
H  1.12  -3.40  3.37  0.08
C  -0.64  -2.13  -2.21  -0.15
H  1.74  -1.85  2.76  0.01
H  2.83  -3.27  2.85  0.11
C  1.57  -3.29  -1.81  -0.09
H  -0.14  -1.14  -2.24  0.02
H  -0.65  -2.53  -3.24  0.09
H  -1.68  -1.98  -1.89  0.06
C  0.15  -3.05  -1.29  -0.51
H  1.52  -3.49  -2.89  0.10
H  2.04  -4.16  -1.34  0.08
H  2.21  -2.41  -1.64  0.09
C  -2.69  -3.12  0.15  -0.08
H  -2.97  -2.06  0.14  0.05
H  -3.50  -3.68  0.62  0.11
H  -2.60  -3.48  -0.88  0.09
C  -1.67  -3.21  2.45  -0.09
H  -1.92  -2.17  2.70  0.04
H  -0.83  -3.51  3.09  0.06
H  -2.53  -3.85  2.70  0.11
H  0.63  -1.81  -4.82  0.07
H  0.48  -1.11  -5.05  0.06
C  2.47  0.46  3.86  0.07
N  1.24  0.09  4.60  0.03
C  1.42  -0.11  6.04  0.05
C  0.07  0.01  3.93  -0.38
O  0.12  -0.24  2.66  -0.24
N  -1.14  0.21  4.49  0.03
C  -1.48  0.21  5.91  0.06
C  -2.31  0.41  3.63  0.05
H  3.23  0.75  4.59  0.14
H  2.26  1.32  3.20  0.09
H  2.85  -0.38  3.26  0.12
H  1.15  0.79  6.61  0.15
H  0.85  -0.98  6.39  0.14
H  2.48  -0.31  6.20  0.13
H  -2.24  0.99  6.08  0.14
H  -1.92  -0.76  6.19  0.16
H  -0.63  0.41  6.56  0.08
H  -2.16  1.26  2.95  0.10
H  -2.57  -0.47  3.03  0.10
H  -3.15  0.62  4.30  0.13